Density functional theory data (ωB97M-V/def2-TZVPD) for C4H7NO2S in the gas phase at a distorted geometry.

Bonds (Å) are listed after each position.
CARTESIAN COORDINATES (ANGSTROEM)
1 S 1.1188 2.5129 -0.6279  C5 1.819, H15 1.359
2 O 1.8792 0.1612 0.7151  C8 1.220
3 O -1.3277 -2.9198 0.7270  C6 1.214
4 N 0.0995 -1.2082 0.5769  C6 1.394, C8 1.397, H13 1.020
5 C 0.0001 1.0929 -0.4249  S1 1.819, C8 1.506, H10 1.101, H11 1.097
6 C -1.1326 -1.8000 0.3017  O3 1.214, N4 1.394, C7 1.517
7 C -2.1833 -1.0640 -0.5083  C6 1.517, H9 1.041, H12 1.092, H14 1.099
8 C 0.7349 0.0094 0.3194  O2 1.220, N4 1.397, C5 1.506
9 H -3.0167 -1.6836 -0.5831  C7 1.041
10 H -0.3347 0.7352 -1.4109  C5 1.101
11 H -0.8844 1.3766 0.1595  C5 1.097
12 H -2.4217 -0.0951 -0.0655  C7 1.092
13 H 0.7090 -1.8265 1.1119  N4 1.020
14 H -1.8156 -0.8831 -1.5277  C7 1.099
15 H 0.2403 3.2663 -1.3398  S1 1.359

**HOMO**: -9.502 eV
**Molar mass**: 133.17 g/mol
**SMILES**: CC(=O)NC(=O)CS
**Frontier orbital gap**: 9.9 eV
**ΔE to the lowest compared entry with this formula, charge and spin**: 0.475 eV
**E**: -760.059095 Ha